Entry from OMol25: 10 unconnected molecules or ions with the total composition C10H40N4O10 at a distorted geometry (ωB97M-V/def2-TZVPD).

```
64
Properties=species:S:1:pos:R:3:forces:R:3
H 0.25969 -0.30605 1.76600 0.00 0.05 -0.45
H 6.45342 4.59387 4.49454 -0.10 -0.43 0.11
H 3.09339 -3.44289 5.07721 -0.59 -0.56 0.45
O -1.00888 1.34719 7.79660 3.89 1.92 -3.47
H -3.13821 2.31870 8.62631 0.42 -0.43 0.00
H 4.23554 -4.77512 5.63786 -0.14 0.11 -0.78
C -4.52592 4.60030 -3.38644 0.74 -0.03 -0.25
H 2.31756 0.36733 -0.98688 -0.51 -0.19 0.12
C -5.98722 -2.81428 -5.62313 0.71 0.26 0.02
C 0.50464 -0.20808 -0.32273 -1.84 -0.19 1.25
O -6.52817 -1.32351 0.68791 -1.00 0.72 0.98
O 7.87095 4.14199 -0.92180 0.49 1.01 1.06
H 1.55290 -4.91903 -4.76510 0.01 -0.03 -0.13
H 3.19858 -6.91122 -6.01499 -0.22 -0.16 0.59
H -8.21096 -2.31695 0.50618 -0.98 -0.19 0.85
H -8.51416 -0.63106 0.29079 0.13 0.34 0.14
H -2.44704 -0.77245 9.42021 0.76 -0.75 -0.22
O 0.04896 -0.37003 -1.39235 -3.05 -1.17 -4.20
H 3.73296 -4.54005 7.69263 -0.06 0.03 0.01
H -0.85893 -0.91847 8.58450 -0.43 -0.23 0.33
H -6.37949 -1.00617 -0.20583 -0.10 0.04 -0.02
H -4.96124 -2.85691 -5.25753 0.01 -0.05 0.54
H 2.68279 -5.55450 -6.89183 -0.43 0.29 -0.14
C -7.99092 -1.33878 0.93379 1.50 -0.57 -1.86
O -4.54985 5.99894 -3.15719 -0.39 0.09 0.36
N 1.70510 0.17575 -0.20695 6.63 2.02 1.98
H 5.14084 5.67529 4.08903 -0.13 0.14 0.18
C 5.40057 4.80109 4.68604 -0.92 -0.28 0.47
H -5.25087 4.31058 -4.14711 -0.05 -0.19 0.07
H -7.59457 -2.90233 -4.47589 0.12 -0.04 -0.12
O -6.86730 -2.29667 -4.63667 0.03 -0.11 0.06
O 1.55580 1.20568 -6.56892 -0.28 -0.82 -0.60
H 1.42046 -6.62781 -6.14574 0.19 -0.25 -0.49
O 3.07791 -4.08840 7.15548 -1.03 0.05 -0.50
H 9.06022 3.00004 -2.18407 0.16 0.35 -0.16
H 1.24907 0.54690 -8.50684 0.14 0.00 0.08
C 1.14863 0.16275 -7.49173 -0.08 0.77 0.32
H 2.02501 0.43684 0.71478 0.38 0.07 -0.39
H -1.14749 -0.48907 0.78897 0.32 -0.07 0.04
H -3.39187 0.84985 9.54517 -0.53 0.88 -0.13
H -8.27132 -1.15236 1.97048 0.46 -0.35 -0.10
H 7.52204 2.35402 -1.81861 -0.15 -0.18 0.36
H 1.73915 -0.74699 -7.38329 0.10 0.03 0.09
N -0.15190 -0.32822 0.84394 -1.92 -0.50 1.62
C 3.70094 -3.85709 5.88184 1.42 0.23 1.41
H 4.44085 -3.09020 6.11100 0.39 0.14 -0.58
N -2.83970 1.39240 8.89643 -4.82 1.47 2.31
H 3.93732 3.56803 5.10072 0.08 0.03 -0.13
O 4.52923 3.71429 4.35920 0.31 -0.32 -0.65
C 2.40218 -6.16728 -6.03517 -0.11 0.45 0.37
C 8.03061 3.30227 -1.99258 -0.58 -2.03 -1.44
N -1.69027 -0.41322 8.85598 0.61 -6.53 1.96
H -3.51668 4.34014 -3.70555 0.03 -0.33 -0.32
H -6.20595 -3.82875 -5.95645 -0.39 0.16 -0.15
H 8.75213 4.48685 -0.75997 -0.24 0.37 0.40
O 2.37741 -5.40782 -4.81865 0.57 -0.31 -0.19
H -5.90179 -2.10148 -6.44332 -0.49 -0.20 -0.33
H 5.19569 4.94004 5.74756 0.74 0.85 0.03
H 0.09485 -0.06531 -7.33160 -0.04 -0.16 -0.08
H -4.67887 4.02992 -2.47026 -0.36 0.40 0.10
C -1.80040 0.76795 8.44481 0.12 3.66 -0.80
H 1.01946 1.05727 -5.78667 0.16 0.17 0.21
H -4.60746 6.42723 -4.01442 0.04 0.06 0.04
H 7.54032 3.65493 -2.89997 0.32 0.48 -0.21
```
Positions in Å, forces in eV/Å.

For the LUMO energy, the calculation gives 0.4 eV. The calculation puts the energy above the lowest of the compared OMol25 structures with the same formula, charge and spin at 356.67 kJ/mol. The SMILES is NC(N)=O.NC(N)=O.CO.CO.CO.CO.CO.CO.CO.CO. Its highest occupied orbital energy is -9.6 eV. The gap between HOMO and LUMO is 10.05 eV.


Entry from OMol25: a molecular structure, C4H12N2O at a distorted geometry (ωB97M-V/def2-TZVPD).

```
19
Properties=species:S:1:pos:R:3:forces:R:3
H -1.79303 -1.05353 -1.63360 -0.09 -0.16 0.04
H 2.93762 -0.98420 -0.74723 -0.07 -0.08 0.14
H -1.02654 -0.94252 0.73285 0.39 0.28 -0.43
C -1.78674 1.03730 1.16801 0.56 0.06 -0.19
H -0.96082 1.29683 1.83092 -0.01 -0.02 0.03
H 3.06855 -2.26116 0.47503 0.04 0.36 0.32
N 1.42477 -0.96188 0.78031 1.24 -1.11 1.16
H -2.59506 0.65426 1.79183 -0.14 0.13 -0.11
N 0.52355 1.59674 -0.84710 0.34 0.01 -0.08
O 0.43456 0.36778 -0.15998 -2.13 0.72 -0.72
C 2.35278 -1.63964 -0.08309 0.18 -0.33 -0.58
C -2.03617 -0.22783 -0.98176 0.40 0.15 0.06
C -1.33722 -0.03260 0.20542 -0.50 -0.47 0.72
H 1.84193 -2.38762 -0.69694 -0.23 0.30 -0.10
H -2.06975 1.94521 0.63740 -0.23 -0.02 0.07
H 1.44091 1.98080 -0.62512 -0.22 0.03 -0.08
H 1.91703 -0.23726 1.30776 0.01 -0.16 -0.14
H 0.45911 1.38354 -1.83996 0.35 0.10 -0.02
H -2.79548 0.46576 -1.31476 0.12 0.20 -0.09
```
Positions in Å, forces in eV/Å.

For the LUMO energy (spin up / spin down), the calculation gives 0.7 / -0.7 eV. The calculation puts the energy above the lowest of the compared OMol25 structures with the same formula, charge and spin at 785.53 kJ/mol. Its highest occupied orbital energy (spin up / spin down) is -8.4 / -7.5 eV. The gap between HOMO and LUMO (spin up / spin down) is 9.11 / 6.75 eV.


Question: Look up the energy above the lowest of the compared OMol25 structures with the same formula, charge and spin of the first one.
Answer: 356.67 kJ/mol


Question: Which formula does entry 2 have?
Answer: C4H12N2O